Computed, not measured: a 7-piece molecular cluster, C27H57Br3N6O6 overall, with ωB97M-V/def2-TZVPD.

Geometry (Å):
H1 3.525300 5.221888 -0.809700
H2 -6.199946 -2.975185 -3.413661
H3 0.154039 1.196669 6.418312
H4 -4.160516 2.527220 1.700485
H5 1.795272 -8.373572 0.092836
N1 3.205722 3.151014 0.971141
H6 -4.194893 0.587319 -0.987059
O1 2.264285 -2.970450 -2.913380
O2 -2.025209 2.279590 3.194056
H7 -3.512781 -1.289512 0.500583
C1 -2.751198 -3.343662 -1.260084
H8 1.048990 4.673421 -0.167888
H9 -6.334254 0.412799 -2.219155
C2 1.745600 -2.308075 0.784939
H10 0.596982 4.066526 1.536647
H11 -2.427240 -3.311096 -0.219851
H12 1.550106 -2.839002 -0.146720
C3 4.587069 1.163147 1.726641
H13 -5.662704 0.519618 -4.353521
C4 -5.767641 -0.478323 -1.949032
H14 -1.215697 1.402126 5.392271
H15 5.658017 2.660255 -0.293287
C5 1.211443 4.712194 0.909239
H16 -0.063240 2.655763 5.333223
C6 4.514161 2.695965 1.495019
N2 0.948444 -7.828232 0.018179
Br1 1.101325 -3.408076 2.250697
C7 -2.050581 2.531012 2.011615
H17 0.572125 -1.149591 3.442747
H18 -1.231367 -1.425632 -0.866902
H19 -4.222056 -0.339919 -4.975262
C8 -1.967485 -1.043554 -1.574176
H20 0.054406 -4.552269 -2.682319
H21 -4.796309 -2.340942 -0.253785
H22 0.929715 5.704432 1.261626
H23 0.476371 -2.455791 -5.526510
C9 1.348923 -3.182323 -3.790945
C10 -3.182318 -1.885084 -1.578940
H24 2.320390 4.364780 3.306649
H25 -3.515044 4.068599 1.753778
C11 5.736911 3.093461 0.703810
N3 -0.948394 2.287651 1.363564
C12 -4.091224 -1.521547 -0.393647
C13 3.547225 5.523672 0.237459
C14 4.813940 3.364540 2.854438
H26 -0.740686 -0.725111 4.473322
C15 -4.866580 -0.241437 -0.763245
H27 3.032706 -6.388363 -0.360325
N4 -3.872673 -2.005946 -2.881214
C16 2.752037 4.591670 1.194953
H28 -1.828161 -3.550343 -1.801742
H29 2.383875 -6.460558 -2.110301
O3 2.962868 2.737985 -0.446244
H30 3.516082 1.001612 1.849133
H31 -7.014288 -1.648356 -4.345408
H32 5.074257 5.438657 2.546106
H33 -6.686078 -1.028673 -1.744851
C17 -6.072019 -2.045172 -3.967563
H34 -3.407082 -4.164041 -1.551456
H35 -5.586385 -2.419189 -4.868873
C18 -5.076743 -1.128637 -3.191353
C19 -0.140274 1.573633 5.438835
C20 -4.724377 0.035097 -4.083555
H36 0.116340 -8.060454 0.541433
O4 -3.142253 -2.592275 -3.980941
H37 4.082069 2.868465 3.491917
H38 0.704244 -5.189103 -4.116405
H39 1.621716 -1.434919 -4.556031
Br2 3.793187 -2.166263 0.855412
H40 -5.363438 0.085112 0.150320
O5 1.705072 1.176940 3.977106
H41 -1.588671 -0.887410 -2.584237
H42 2.176415 -5.086575 -1.084463
C21 0.667027 0.730259 4.426803
H43 5.828933 3.186709 3.209783
H44 3.308915 6.572578 0.413857
H45 6.603515 2.524962 1.041301
H46 4.592119 5.549885 0.546664
H47 -0.678628 -4.004084 -4.124066
C22 2.232724 -6.175017 -1.069284
H48 -1.131357 2.233518 0.371748
H49 -3.341082 3.017710 0.232261
H50 2.667781 6.027508 2.688756
C23 -3.308684 3.090451 1.319346
C24 0.985757 -6.693600 -0.642778
N5 0.177143 -0.505830 4.113322
C25 2.974980 4.981692 2.691003
H51 -4.053914 0.811197 -3.714434
H52 6.090614 4.117611 0.584930
H53 4.855525 0.535420 0.876944
C26 0.293510 -4.266353 -3.706613
H54 -0.081206 2.005633 1.797766
C27 4.394769 4.817071 3.129211
H55 4.620767 5.113896 4.153381
Br3 0.970760 -0.452904 0.801738
N6 1.119530 -2.285554 -4.766601
H56 5.215516 0.955893 2.592789
O6 -0.001089 -5.976077 -0.715317
H57 -2.201749 -0.040745 -1.216972

Atomic forces in eV per Å
-0.4 0.1 0.2
-0.5 0.2 0.3
0.3 0.4 0.2
0.1 -0.4 0.0
-0.4 -0.1 0.2
-0.7 -0.4 -5.2
0.3 -0.1 -0.1
-2.8 -1.0 -2.7
-1.3 0.4 2.0
0.2 -0.6 -0.1
1.7 0.4 -0.4
-0.4 -0.4 0.2
0.9 0.6 -0.6
1.3 0.8 0.3
0.3 -0.4 -0.5
-0.4 -0.6 0.2
-0.2 0.4 0.1
-1.6 1.0 -0.6
0.1 0.0 -0.2
-1.0 -0.8 0.1
0.0 -0.3 -0.3
-0.3 0.3 -0.5
1.4 0.6 0.4
0.7 -0.3 -0.1
2.4 1.1 0.6
0.4 -2.2 0.8
0.2 0.4 -0.5
-1.3 -0.2 1.7
0.2 0.5 0.2
0.1 -0.1 -0.4
-0.2 0.0 -0.2
0.6 1.6 -0.3
0.4 0.3 0.3
0.0 0.0 0.4
0.1 0.3 -0.2
0.1 0.4 0.4
0.9 0.7 3.1
-0.3 -3.4 0.7
-0.2 0.1 0.1
0.4 0.3 -0.6
1.0 -0.9 -2.4
0.6 0.1 -3.8
-0.9 1.5 -1.8
0.6 0.0 1.1
-2.4 -0.2 1.9
0.2 -0.1 -0.2
0.0 -0.3 0.7
0.3 -0.5 -0.5
1.3 -0.2 -3.1
-0.4 -0.7 -0.2
0.0 0.0 -0.2
0.7 -0.2 0.1
0.9 1.4 5.7
0.1 -1.0 0.9
0.0 0.5 0.7
-0.1 0.5 -0.2
0.4 -1.1 0.8
1.1 -0.8 -0.3
-0.5 0.4 0.5
0.4 0.3 -0.1
-0.6 -0.1 -0.5
-0.7 -1.1 -0.1
0.7 0.1 -1.3
0.2 -0.1 -0.3
-3.1 2.6 4.5
0.4 -0.7 0.8
-0.2 -0.1 -0.4
-0.1 0.2 -1.0
-1.8 -0.3 0.0
-0.6 0.1 -0.2
0.3 -0.1 -0.4
0.4 -0.4 0.1
-0.2 0.0 -0.2
-0.4 0.9 0.0
-0.1 -0.3 -0.3
-0.8 0.0 -0.4
0.0 0.0 0.7
0.1 -0.4 -0.2
0.3 0.1 -0.5
2.6 1.3 -1.1
1.3 0.0 -0.2
0.2 0.5 0.1
-0.2 0.0 0.5
0.1 -0.8 0.7
-2.5 2.0 1.2
-0.8 0.4 0.8
-0.2 0.2 -1.2
0.0 -0.1 0.7
-0.6 0.2 0.4
0.3 0.5 -0.2
0.4 -0.8 0.6
-0.3 -0.1 0.1
1.6 -0.2 -1.4
-0.4 -0.3 0.2
0.6 -1.7 -0.3
0.8 0.1 0.5
-0.3 -0.2 0.0
-1.1 0.0 -0.4
0.0 0.2 0.1

Computed properties:
Multiplicity ... 3
Charge ... 0
⟨S²⟩ ... 2.01
LUMO energy (alpha / beta) ... -0.2 / -0.3 eV
Frontier orbital gap (alpha / beta) ... 8.549 / 9.058 eV
E_HOMO (alpha / beta) ... -8.80 / -9.31 eV

---

Computed, not measured: C27H57N3O25S5 as an isolated structure, with ωB97M-V/def2-TZVPD.

Geometry (Å):
H1 -2.232175 -2.675587 -1.565674
H2 -1.795344 6.414581 -0.012198
H3 -0.206747 0.808657 -0.927385
O1 -0.643803 0.823373 4.477170
H4 -3.002396 -0.275176 6.403356
H5 3.025303 -0.626151 1.243657
C1 3.250843 2.639327 4.727493
C2 0.069553 -7.849568 -1.675371
C3 -0.785944 -2.592193 -4.506877
H6 -2.249563 1.868043 5.124488
C4 -5.318436 -0.573144 2.663737
O2 -0.885839 -7.010891 0.277325
H7 0.868054 -8.581413 -1.551858
H8 -1.136543 -8.943973 -0.246070
S1 0.193789 -5.857165 -0.205231
O3 -1.706178 3.162307 -0.088924
O4 3.804588 3.850556 4.255744
H9 1.503444 0.922456 -0.540714
O5 -1.730773 -2.569854 -5.309380
C5 3.109973 2.607098 -0.646957
H10 -2.701544 0.671931 4.006949
H11 -1.272822 1.490213 -7.098955
O6 -1.615270 3.734431 2.322585
C6 -1.276073 4.373592 -0.751490
H12 4.600537 0.095833 0.730315
O7 -3.514885 2.485105 1.434459
S2 3.383926 3.997313 2.702442
H13 -6.271467 -0.617361 0.853424
S3 -2.531946 3.494105 1.241040
C7 2.349483 4.189270 -2.258597
C8 -0.449061 1.484446 -6.382753
S4 -0.301608 1.730322 -3.870501
O8 1.042973 1.247720 6.312877
H14 2.247431 3.942163 0.879005
O9 0.741447 2.568146 -4.805341
C9 4.094445 -0.797014 1.081865
C10 4.277982 -1.983035 0.130265
H15 -6.103510 0.613124 4.187925
H16 1.244155 -1.898969 -4.091558
O10 -3.066627 4.914744 0.719171
C11 -2.113953 -0.362053 5.785560
H17 2.162908 2.720382 4.790851
H18 4.000021 2.382380 -0.064590
O11 2.075900 4.508818 2.547290
H19 -0.195613 -3.099396 -2.651382
H20 0.285531 0.875405 -6.917623
C12 -4.542260 -1.898299 0.807759
O12 4.489232 4.544788 1.995527
C13 -6.116225 0.638654 3.095147
C14 -1.119254 -7.982182 -0.756540
H21 -3.587874 -1.379929 0.799096
H22 0.998502 -2.882290 -5.583669
O13 0.437959 0.949368 -2.913227
H23 2.773067 0.840445 3.542874
H24 1.026330 2.947391 0.003515
C15 3.362821 -3.470220 -1.616563
H25 -0.611784 -0.914930 2.458121
O14 0.454395 -6.483144 -1.671262
C16 3.538974 1.605328 3.627227
S5 0.288550 0.208589 5.639541
C17 0.009033 0.784846 1.187136
H26 -2.094204 -7.793663 -1.202941
H27 2.630224 5.150482 -2.693173
O15 1.296558 -5.966135 0.712032
O16 0.713196 -0.926124 -0.260648
H28 3.292203 -3.028355 -2.614832
H29 0.933225 3.107841 -6.744512
H30 -1.857137 -0.162697 1.386933
H31 4.574438 1.277712 3.712884
H32 -5.417316 1.472348 2.979387
H33 -1.966074 -1.263874 5.192512
H34 -0.253389 4.532062 -0.409245
C18 1.980089 3.471932 -0.066026
H35 2.496945 -4.134934 -1.590720
O17 -0.459353 -4.596979 -0.285482
C19 0.130698 2.875356 -6.051661
N1 3.249734 -2.471612 -0.575713
H36 2.378807 -1.966269 -0.470049
H37 0.881031 0.962272 1.826774
H38 4.533006 -1.143006 2.015204
C20 -0.820006 -0.479219 1.481908
O18 -1.387024 2.573071 -3.464183
H39 4.457805 3.821883 -1.778810
C21 3.528470 3.288201 -1.983550
O19 5.420434 -2.438078 0.050045
C22 -2.253747 5.486231 -0.335132
H40 -0.048429 -2.460001 0.804460
O20 -0.955137 -0.185444 6.601890
H41 1.621406 3.653358 -2.876502
H42 4.299644 -4.002647 -1.498182
C23 0.560903 0.501341 -0.202255
C24 -2.033124 0.831204 4.857590
C25 0.589342 -2.105388 -4.933274
O21 -4.368923 -0.952440 3.332009
O22 1.811089 4.562294 -1.001796
O23 -0.745939 0.863933 -5.153697
O24 0.970891 -0.938008 5.121223
H43 -7.076830 0.775673 2.613720
H44 0.374013 -1.275079 -5.595960
N2 -5.564239 -1.050394 1.417385
H45 -1.223235 -1.671181 -0.247615
H46 -0.597792 1.671303 1.327844
H47 -0.269888 -8.136314 -2.676390
H48 3.702766 2.525242 -2.739175
H49 3.575446 2.286545 5.701427
O25 3.431875 2.367004 2.400137
H50 -3.149441 -2.901463 -3.123000
H51 -4.786029 -2.330560 -0.161100
C26 -2.252332 -3.120658 -2.554635
H52 -4.478764 -2.796079 1.426860
C27 -0.373560 -1.491387 0.427935
H53 -3.017794 5.618448 -1.101039
H54 2.706311 1.640826 -0.967293
N3 -0.997812 -2.873629 -3.224210
H55 -1.384567 4.063602 -1.789664
H56 -0.603915 3.673619 -5.966598
H57 -2.330156 -4.203521 -2.395329

Atomic forces in eV per Å
-0.2 0.3 -0.1
0.1 -0.1 0.1
0.2 -0.2 0.2
1.1 -0.3 0.0
0.1 -0.6 0.1
0.1 0.4 0.0
-1.7 -1.6 -0.3
-0.7 -1.4 -1.8
-1.7 1.0 -1.5
-0.1 -0.3 1.1
0.2 1.0 -0.6
0.7 1.1 -0.6
0.4 0.6 1.0
0.0 -0.1 -0.2
-0.2 -1.3 2.4
-1.1 -0.1 0.8
0.1 0.6 -0.5
-0.5 -0.2 0.7
0.9 -0.1 0.4
-0.2 -0.8 -1.4
0.6 -0.4 -0.3
-0.5 0.2 0.7
-0.6 0.0 -0.5
0.3 -0.6 0.3
0.0 0.0 -0.1
-0.5 0.5 -0.4
2.4 -2.2 0.7
0.0 0.1 0.0
2.2 0.7 0.1
0.2 0.6 0.0
0.3 0.4 -1.6
1.1 0.0 -1.4
-0.9 -1.4 -0.9
-0.7 -0.5 -1.3
0.2 0.6 1.8
-1.2 -1.1 -0.1
2.3 0.2 0.1
-0.9 -0.3 0.0
0.1 0.3 -0.2
-0.4 -0.7 0.9
-0.1 1.4 -0.2
0.0 0.3 0.1
-0.3 0.3 0.5
-0.4 0.4 1.2
0.0 0.4 0.0
0.3 0.0 0.5
-0.4 -0.9 0.6
-0.5 0.4 0.2
1.1 -0.3 0.9
0.2 0.0 1.3
0.1 -0.1 -0.1
0.3 0.0 0.2
-0.9 1.0 -2.0
0.3 -0.4 0.4
0.1 -0.2 0.2
-0.4 0.3 -0.1
-0.3 0.4 0.2
0.1 0.5 0.8
0.1 1.1 -0.1
-0.6 1.1 0.6
1.3 -0.1 0.6
0.1 0.1 -0.3
-0.1 -0.2 -0.5
-0.6 -0.1 -1.5
0.4 0.4 -0.2
0.4 0.2 0.0
-0.1 0.3 0.0
-0.2 -0.5 0.1
-0.2 -0.5 -0.2
-0.3 0.2 -0.8
-0.7 -0.2 0.1
-0.2 0.4 -0.6
1.1 0.6 -0.6
0.2 -0.3 0.4
0.0 -0.2 -0.9
-0.1 -1.3 -0.2
-0.9 0.6 0.1
-0.2 -0.1 -0.1
-0.2 -0.4 0.4
0.1 0.2 0.1
0.7 0.2 0.4
0.6 -0.5 -0.1
-0.1 0.3 -0.4
0.3 -0.1 1.2
-0.4 -0.2 -0.2
-1.0 -1.1 -0.4
-0.1 0.1 0.2
1.4 -0.1 0.2
-0.1 0.2 0.0
0.0 -0.1 0.0
-1.4 -0.2 -0.6
-0.5 0.3 -1.2
-0.6 -1.2 -0.2
0.0 -0.3 0.1
0.0 -0.3 0.3
-0.9 -0.6 1.3
-0.4 0.6 0.3
-0.1 0.2 0.1
0.3 0.3 0.3
0.2 -0.4 -0.2
0.3 0.0 -0.2
0.1 0.0 -0.5
0.0 0.7 -0.2
0.0 0.2 -0.2
0.6 0.6 0.0
-0.5 1.5 0.3
0.3 0.7 -0.3
-0.4 0.8 -0.2
-0.2 -1.6 -0.1
0.5 0.2 0.2
-0.8 -0.2 -0.2
0.4 0.6 -0.3
0.4 0.3 0.3
0.8 -0.1 1.4
0.5 0.7 0.0
0.0 0.0 0.1
-0.1 0.0 0.2

Computed properties:
Charge ... 0
LUMO energy ... 0.2 eV
Frontier orbital gap ... 9.022 eV
E_HOMO ... -8.80 eV

---

So what do the calculations give for max |F|? Going down the list: 6.1, 3.3 eV Å⁻¹.
So what do the calculations give for E? Going down the list: -9564.78998, -5099.01179 hartree.